This record from the Open Molecules 2025 dataset describes a structure of composition C19H29NO5P2SeTi in a non-equilibrium geometry. The level of theory is the ωB97M-V functional and the def2-TZVPD basis.

Output
**Gap between HOMO and LUMO (alpha / beta)**: 6.175 / 7.956 eV
**Expectation value of S²**: 2.0104
**Total energy**: -5105.93613 Ha
**Relative energy (zero: lowest compared OMol25 entry of this formula, charge and spin)**: 107.1 kJ/mol
**Multiplicity**: 3
**E_LUMO (alpha / beta)**: -0.21 / -0.26 eV

Element x y z (Å)
Ti (0.172, 0.516, -0.089)
C (-0.976, -1.168, -2.799)
C (-1.159, 0.173, -2.447)
C (-0.062, 1.036, -2.420)
C (1.214, 0.531, -2.709)
C (1.381, -0.794, -3.076)
C (0.280, -1.645, -3.128)
H (-1.835, -1.824, -2.862)
H (-2.154, 0.575, -2.309)
H (-0.204, 2.105, -2.355)
H (2.048, 1.221, -2.717)
H (2.366, -1.160, -3.339)
H (0.403, -2.677, -3.433)
C (-1.627, 2.124, 2.982)
P (-1.741, 0.848, 1.689)
C (-3.184, 1.436, 0.721)
C (-2.572, -0.526, 2.595)
C (-2.913, -1.663, 1.622)
P (-1.440, -1.992, 0.569)
C (-0.353, -2.692, 1.882)
C (-1.920, -3.555, -0.260)
H (-2.623, 2.503, 3.218)
H (-0.989, 2.941, 2.645)
H (-1.190, 1.685, 3.878)
H (-4.056, 1.554, 1.368)
H (-3.428, 0.728, -0.073)
H (-2.932, 2.391, 0.265)
H (-3.467, -0.146, 3.094)
H (-1.888, -0.882, 3.368)
H (-3.749, -1.373, 0.981)
H (-3.204, -2.578, 2.145)
H (-0.937, -3.312, 2.565)
H (0.138, -1.891, 2.437)
H (0.418, -3.312, 1.423)
H (-2.197, -4.314, 0.475)
H (-1.082, -3.926, -0.854)
H (-2.762, -3.389, -0.934)
O (1.582, 3.847, -1.102)
Se (1.035, 3.127, 0.240)
O (-0.519, 2.528, 0.000)
O (1.773, 1.576, 0.373)
O (1.154, 3.908, 1.651)
O (1.130, 0.492, 2.940)
H (1.540, 0.917, 2.164)
H (1.377, 1.070, 3.669)
N (1.377, -1.062, 0.015)
C (2.339, -1.658, 0.224)
C (3.542, -2.415, 0.484)
C (3.796, -2.847, 1.780)
C (4.934, -3.598, 2.032)
C (5.808, -3.903, 0.997)
C (5.556, -3.451, -0.291)
C (4.419, -2.703, -0.554)
H (3.108, -2.588, 2.575)
H (5.140, -3.937, 3.038)
H (6.692, -4.494, 1.197)
H (6.245, -3.679, -1.093)
H (4.212, -2.339, -1.552)